Formula: C3H12NO2
Source: the Open Molecules 2025 dataset
Level of theory: ωB97M-V/def2-TZVPD

Structure (XYZ):
```
18
Properties=species:S:1:pos:R:3:mulliken_charge:R:1
C 1.010 0.065 2.054 -1.1610
C 1.019 0.555 0.636 0.6731
C 1.644 1.626 0.174 -0.8509
N -0.200 0.121 -0.129 -0.3250
H 1.333 0.900 2.686 0.3483
H 0.036 -0.204 2.470 0.3593
H 1.700 -0.745 2.282 0.3000
H 1.233 2.219 -0.630 0.2701
H 2.405 2.106 0.772 0.3160
H -0.107 0.216 -1.151 0.4075
H -0.911 0.820 0.100 0.4295
H -0.718 -0.786 -0.022 0.3100
H -2.348 -2.497 -0.605 0.3017
H -1.252 -3.012 0.341 0.2897
O -1.524 -2.257 -0.165 -0.6323
H -1.022 1.107 -3.030 0.3238
H -1.081 -0.499 -3.166 0.3295
O -1.218 0.265 -2.616 -0.6894
```

## Properties
energy above the lowest of the compared OMol25 structures with the same formula, charge and spin	103.6	kJ/mol
net charge	+1
multiplicity	1
orbital gap	11.055	eV
HOMO	-14.19	eV


Formula: C30H34NO
Source: the Open Molecules 2025 dataset
Level of theory: ωB97M-V/def2-TZVPD

Structure (XYZ):
```
66
Properties=species:S:1:pos:R:3:mulliken_charge:R:1
C 4.377 -2.544 1.378 -0.8219
C 3.694 -3.612 2.214 -0.9156
C 2.229 -3.779 1.827 -0.6353
N 1.489 -2.559 1.604 0.2211
C 0.117 -2.658 1.468 1.1965
C -0.726 -1.584 1.429 0.6388
C -2.177 -1.715 1.693 -0.7347
C -2.677 -3.147 2.001 -0.9958
C -1.905 -4.182 1.194 -1.0936
C -0.403 -4.085 1.480 -0.8643
C 2.121 -1.291 1.324 0.1289
C 3.643 -1.216 1.543 -0.7799
H 5.412 -2.432 1.712 0.3883
H 4.399 -2.845 0.324 0.3116
H 4.181 -4.584 2.086 0.4004
H 3.749 -3.357 3.279 0.3769
H 2.184 -4.413 0.922 0.3861
H 1.758 -4.360 2.635 0.2999
H -0.269 -0.544 1.231 -1.3137
H -2.482 -1.093 2.552 0.3721
H -2.753 -1.333 0.832 0.3709
H -2.530 -3.343 3.072 0.3528
H -3.750 -3.225 1.789 0.3952
H -2.253 -5.191 1.442 0.4134
H -2.076 -4.027 0.121 0.4082
H 0.117 -4.716 0.742 0.4068
H -0.231 -4.557 2.465 0.4020
H 1.912 -0.992 0.279 0.2169
H 1.670 -0.508 1.954 -0.0525
H 3.823 -0.832 2.557 0.3109
H 4.052 -0.472 0.847 0.3696
C -2.224 5.084 -6.231 -0.4787
C -0.969 4.807 -5.676 -0.5205
C -0.715 3.565 -5.091 -0.3359
C -1.720 2.594 -5.110 0.3151
O -1.470 1.329 -4.559 -0.5130
C -1.264 1.274 -3.175 0.0770
C -2.365 1.349 -2.317 -0.8190
C -2.164 1.212 -0.950 -0.5618
C -0.883 1.007 -0.406 -0.2457
C -0.773 0.680 1.052 0.4245
C 0.040 1.572 1.936 0.0511
C -0.176 1.404 3.317 -0.2227
C 0.591 2.090 4.252 -0.7165
C 1.605 2.956 3.819 -0.5204
C 1.799 3.161 2.450 -0.9071
C 1.009 2.497 1.503 -0.0142
C 0.213 1.012 -1.285 0.3820
C 0.026 1.117 -2.663 -0.7038
C -2.979 2.851 -5.664 -0.2223
C -3.230 4.111 -6.210 -0.4240
H -2.422 6.063 -6.676 0.3767
H -0.177 5.558 -5.686 0.3500
H 0.243 3.330 -4.626 0.3756
H -3.357 1.506 -2.738 0.4201
H -3.027 1.261 -0.286 0.4215
H -1.787 0.679 1.461 0.8469
H -0.970 0.727 3.643 0.3328
H 0.382 1.959 5.312 0.4175
H 2.228 3.466 4.553 0.4313
H 2.561 3.867 2.114 0.4193
H 1.131 2.706 0.439 0.6119
H 1.227 0.924 -0.892 0.4424
H 0.872 1.087 -3.353 0.5518
H -3.734 2.067 -5.634 0.4364
H -4.219 4.323 -6.619 0.3619
```

## Properties
net charge	+1
multiplicity	1
orbital gap	5.930	eV
HOMO	-10.80	eV


Formula: C3H11NO2
Source: the Open Molecules 2025 dataset
Level of theory: ωB97M-V/def2-TZVPD

Structure (XYZ):
```
17
Properties=species:S:1:pos:R:3:mulliken_charge:R:1
C 0.945 0.336 1.960 -1.1013
C 0.624 -0.914 1.186 -0.2004
C -0.480 -1.165 0.491 -0.0255
N -0.617 -2.333 -0.332 -0.5397
H 0.039 0.889 2.207 0.3093
H 1.622 0.961 1.379 0.2116
H 1.440 0.109 2.888 0.3525
H 1.311 -1.743 1.361 0.2250
H -1.222 -0.440 0.158 0.2943
H -1.580 -2.660 -0.281 0.2328
H -0.058 -3.106 0.027 0.2430
H -0.985 1.350 -1.617 0.3721
H -2.378 1.742 -1.973 0.3076
O -1.877 0.970 -1.683 -0.6278
H 1.349 2.304 -1.245 0.3258
H 1.119 1.494 -2.528 0.3353
O 0.749 2.208 -1.999 -0.7144
```

## Properties
energy above the lowest of the compared OMol25 structures with the same formula, charge and spin	59.1	kJ/mol
multiplicity	1
orbital gap	8.820	eV
HOMO	-8.14	eV
SMILES string	C/C=C/N.O.O


Formula: C45H40ClMoNO5P3SbSe4
Source: the Open Molecules 2025 dataset
Level of theory: ωB97M-V/def2-TZVPD

Structure (XYZ):
```
101
Properties=species:S:1:pos:R:3:mulliken_charge:R:1
Mo 0.529 0.308 0.603 1.4211
O 0.093 2.121 2.899 -0.6235
N -0.174 0.959 2.250 0.3251
C 0.252 -0.210 2.796 -0.7143
C 1.462 -0.344 3.633 -0.7561
C 1.394 -1.176 4.750 -0.1823
C 2.513 -1.401 5.530 -0.8425
C 3.721 -0.810 5.185 -0.8777
C 3.799 0.006 4.067 -0.2429
C 2.677 0.255 3.281 0.3177
P 2.712 1.293 1.765 2.1723
C 2.994 2.985 2.378 0.7438
C 4.132 3.259 3.143 -0.3836
C 4.357 4.537 3.615 -0.7759
C 3.463 5.562 3.317 -0.6068
C 2.356 5.302 2.532 -1.4538
C 2.127 4.016 2.059 0.6892
C 4.284 0.913 0.945 0.8343
C 4.838 1.907 0.137 -0.9285
C 6.002 1.654 -0.570 -0.8061
C 6.627 0.419 -0.462 -0.6731
C 6.084 -0.567 0.348 -0.7169
C 4.909 -0.328 1.041 -0.2710
H -0.313 2.825 2.297 -0.0771
H -0.515 -0.965 2.934 0.8783
H 0.449 -1.647 4.999 0.5395
H 2.447 -2.046 6.397 0.4221
H 4.609 -0.999 5.774 0.4482
H 4.757 0.415 3.779 0.3040
H 4.852 2.485 3.364 0.1919
H 5.237 4.739 4.213 0.4291
H 3.648 6.564 3.684 0.3980
H 1.668 6.090 2.258 0.4877
H 1.267 3.841 1.433 0.0792
H 4.364 2.879 0.053 0.4314
H 6.418 2.426 -1.204 0.4741
H 7.539 0.225 -1.013 0.3951
H 6.565 -1.534 0.427 0.4196
H 4.476 -1.112 1.648 0.3683
C -2.002 -1.092 -2.361 -1.5750
C -1.584 -2.125 -1.311 -1.4256
P -1.055 -1.651 0.383 1.6895
C -2.521 -1.248 1.400 1.7961
C -3.102 -2.196 2.242 -0.6120
C -4.210 -1.865 3.008 -0.7287
C -4.739 -0.582 2.953 -0.8627
C -4.154 0.372 2.133 -0.7585
C -3.051 0.044 1.362 -0.7874
C -0.479 -3.255 1.036 0.1909
C 0.658 -3.355 1.833 -0.7208
C 1.060 -4.582 2.340 -1.0178
C 0.333 -5.727 2.055 -0.7935
C -0.803 -5.640 1.261 -0.6581
C -1.206 -4.416 0.757 -0.5323
P -3.692 -0.362 -2.105 0.0926
C -4.608 -1.957 -1.946 -0.0313
C -4.678 -2.891 -2.982 -0.1654
C -5.293 -4.117 -2.787 -0.7428
C -5.853 -4.428 -1.552 -0.5062
C -5.805 -3.504 -0.521 -0.6444
C -5.188 -2.273 -0.720 -0.1846
C -4.170 0.065 -3.820 0.4601
C -5.506 0.424 -4.011 -0.4437
C -5.973 0.784 -5.263 -0.6212
C -5.104 0.807 -6.348 -0.4889
C -3.773 0.471 -6.167 -0.7390
C -3.307 0.100 -4.910 -0.0714
H -1.996 -1.622 -3.317 0.8642
H -1.283 -0.275 -2.438 0.7805
H -0.706 -2.663 -1.677 0.6992
H -2.386 -2.855 -1.188 0.3862
H -2.698 -3.198 2.304 0.4208
H -4.655 -2.611 3.654 0.4743
H -5.600 -0.326 3.557 0.3910
H -4.550 1.379 2.087 0.5197
H -2.609 0.802 0.732 0.0280
H 1.259 -2.484 2.049 0.5951
H 1.951 -4.639 2.952 0.4964
H 0.651 -6.685 2.446 0.3905
H -1.379 -6.528 1.033 0.4801
H -2.106 -4.376 0.155 0.4512
H -4.252 -2.650 -3.950 0.3511
H -5.341 -4.833 -3.599 0.4206
H -6.336 -5.385 -1.403 0.4038
H -6.251 -3.735 0.439 0.4500
H -5.154 -1.548 0.084 0.3698
H -6.185 0.421 -3.165 0.3759
H -7.013 1.055 -5.393 0.3908
H -5.464 1.098 -7.327 0.3819
H -3.085 0.504 -7.002 0.4056
H -2.257 -0.129 -4.791 0.3029
O 1.630 -2.468 -1.634 -0.5961
Cl 2.100 -1.134 -1.321 1.0893
O 3.484 -0.957 -1.646 -0.5452
O 2.022 -1.045 0.304 -0.8765
O -0.669 1.067 -0.458 0.0727
Se 2.449 4.892 -1.221 -0.4861
Sb -0.767 3.016 -1.232 0.6241
Se 1.781 2.737 -1.403 -0.0677
Se -1.910 2.889 -3.290 -0.4574
Se -1.438 4.101 0.814 -0.5427
```

## Properties
multiplicity	1
orbital gap (alpha / beta)	4.708 / 4.318	eV
HOMO (alpha / beta)	-6.74 / -6.44	eV